Entry 1:
Molecular formula: C9H23F3O11P2S
Method: DFT, ωB97M-V/def2-TZVPD

Atoms and positions in Å:
S: -5.924 2.388 2.372
P: -1.988 0.624 -1.303
P: 4.918 -3.109 -1.208
F: -1.341 3.727 3.257
F: -1.644 4.246 5.314
F: -2.320 2.283 4.588
O: 3.483 -3.884 -1.656
O: 4.856 -1.992 -2.214
O: -6.517 2.391 3.932
O: -4.853 1.430 2.399
O: -5.353 3.917 2.259
O: -2.228 2.056 -1.700
O: 6.163 -2.556 -0.252
O: -2.139 -0.058 -2.844
O: -0.412 0.228 -1.218
O: -2.064 0.775 0.351
O: 5.821 -4.373 -1.692
C: 5.376 -5.343 -2.632
C: 7.414 -2.314 -0.885
C: 0.398 -0.030 -2.360
C: -3.947 4.056 2.481
C: -2.181 3.574 4.283
C: -3.478 -0.407 -3.230
C: 2.296 -3.389 -1.013
C: -3.578 4.147 4.000
C: -1.153 1.677 0.967
H: 7.878 -3.246 -1.204
H: 4.625 -5.992 -2.186
H: -3.678 5.033 2.060
H: -7.435 2.090 3.851
H: 1.445 -3.964 -1.370
H: 0.320 0.773 -3.092
H: 2.146 -2.336 -1.261
H: 6.235 -5.956 -2.902
H: 4.991 -4.870 -3.536
H: -4.110 0.483 -3.248
H: -0.131 1.306 0.902
H: 2.375 -3.507 0.068
H: 0.131 -0.988 -2.804
H: -1.222 2.673 0.528
H: -1.425 1.741 2.017
H: -3.321 3.328 1.954
H: 1.435 -0.091 -2.029
H: 7.302 -1.636 -1.731
H: -4.338 3.701 4.648
H: -3.442 -0.840 -4.227
H: -3.551 5.217 4.250
H: 8.061 -1.844 -0.144
H: -3.896 -1.142 -2.541

## Properties
Max |F|: 0.1523 hartree/bohr
Multiplicity: 1
E: -69791.5512 eV
Net charge: 0
ΔE to the lowest compared entry with this formula, charge and spin: 52.0 kcal/mol
E_LUMO: -1.49 eV



Entry 2:
Molecular formula: C9H23FN2O8PV
Method: DFT, ωB97M-V/def2-TZVPD

Atoms and positions in Å:
V: 12.883 16.197 19.982
P: 12.462 13.457 17.485
F: 14.729 15.321 20.619
O: 11.958 14.987 20.565
O: 12.836 14.756 18.146
O: 12.703 17.497 20.864
O: 13.568 12.230 17.596
O: 17.795 18.998 19.420
O: 12.078 13.547 15.916
O: 18.505 13.856 23.209
O: 11.126 12.731 18.114
N: 16.287 17.852 20.617
N: 17.396 14.207 21.300
C: 15.939 18.893 21.549
C: 13.105 13.672 15.000
C: 17.171 17.965 19.626
C: 9.856 13.126 17.586
C: 14.293 12.116 18.851
C: 18.232 13.617 20.318
C: 17.517 14.276 22.619
C: 16.424 15.025 23.357
C: 17.487 16.734 18.767
H: 9.937 13.775 16.713
H: 9.200 13.555 18.344
H: 16.842 15.306 24.323
H: 15.974 19.887 21.105
H: 14.125 13.480 15.334
H: 14.908 18.746 21.872
H: 15.734 17.010 20.697
H: 12.953 13.007 14.150
H: 17.518 17.093 17.738
H: 13.050 14.607 14.443
H: 16.505 14.530 20.951
H: 16.691 18.842 22.337
H: 16.703 15.980 18.841
H: 14.118 11.142 19.308
H: 18.946 12.826 20.546
H: 16.275 15.955 22.808
H: 15.339 12.138 18.545
H: 9.393 12.197 17.255
H: 18.418 16.242 19.049
H: 18.723 14.334 19.660
H: 15.538 14.515 23.736
H: 17.526 13.097 19.671
H: 14.168 12.833 19.663

## Properties
Max |F|: 0.1190 hartree/bohr
Multiplicity: 1
E: -66762.3494 eV
Net charge: 0
ΔE to the lowest compared entry with this formula, charge and spin: 0.0 kcal/mol
E_LUMO: -2.17 eV



Entry 3:
Molecular formula: C9H23GaO9P
Method: DFT, ωB97M-V/def2-TZVPD

Atoms and positions in Å:
Ga: 3.504 -0.748 -1.964
P: 0.489 0.059 -2.810
O: 0.064 1.550 -3.348
O: -3.743 0.749 -0.214
O: 0.209 0.001 -1.357
O: -5.584 1.851 -0.443
O: -0.564 -0.834 -3.669
O: 4.440 -1.274 2.339
O: -4.934 0.475 -2.113
O: 4.011 0.105 4.073
O: 5.966 -0.830 3.945
C: 2.078 -0.312 -3.436
C: -4.745 0.988 -1.038
C: -2.765 -0.197 -0.699
C: 2.706 0.352 3.499
C: -6.776 2.147 -1.183
C: -7.811 1.051 -1.052
C: 4.769 -0.723 3.351
C: 6.873 -1.681 3.238
C: 1.742 -0.781 3.767
H: 6.518 -2.711 3.250
H: -3.218 -1.184 -0.770
H: -0.033 2.092 -2.554
H: 2.064 -1.688 3.258
H: 1.663 -0.975 4.838
H: 1.991 -1.170 -4.102
H: -2.384 0.110 -1.666
H: -6.515 2.322 -2.227
H: -7.453 0.127 -1.503
H: -1.949 -0.190 0.014
H: 7.819 -1.601 3.766
H: 6.978 -1.356 2.205
H: 2.380 1.271 3.984
H: 2.403 0.546 -4.024
H: 0.756 -0.513 3.386
H: 4.897 -0.985 -2.743
H: -1.339 -0.324 -3.922
H: 3.008 -2.072 -1.214
H: 2.817 0.530 2.430
H: -8.038 0.867 -0.001
H: -8.731 1.350 -1.557
H: -7.136 3.078 -0.748
H: 3.572 0.529 -0.989

## Properties
Max |F|: 0.0118 hartree/bohr
Multiplicity: 1
E: -89801.8418 eV
Net charge: -1
E_LUMO: 2.56 eV



Entry 4:
Molecular formula: C9H23N3NaO7
Method: DFT, ωB97M-V/def2-TZVPD

Atoms and positions in Å:
Na: 0.344 -0.184 -1.213
O: 2.621 -0.194 -0.314
O: -0.931 -1.140 -3.032
O: -0.839 1.069 3.192
O: -3.147 -1.551 -3.244
O: 0.534 2.291 -1.332
O: -2.389 0.207 -2.025
O: 0.828 -2.488 -0.142
N: -1.430 -0.898 0.683
N: -0.716 1.832 -3.172
N: 1.033 3.341 -3.286
C: -0.153 -2.962 0.751
C: -2.185 -0.868 -2.766
C: -0.674 -1.775 1.563
C: 2.752 0.739 0.739
C: 1.621 -3.537 -0.671
C: 0.289 2.482 -2.536
C: -2.169 0.144 1.409
C: -1.259 1.289 1.851
C: -0.049 2.139 3.652
H: -2.662 -0.368 2.249
H: 2.151 1.606 0.476
H: 0.932 2.163 3.175
H: -2.991 0.401 0.740
H: 3.030 -1.034 -0.092
H: -0.366 1.340 1.226
H: 2.458 0.365 1.728
H: 0.128 -3.789 1.415
H: 0.134 -1.159 1.973
H: -1.300 -2.126 2.402
H: -0.934 1.997 -4.131
H: -1.924 -1.390 -0.054
H: -1.881 2.180 1.709
H: -0.998 -3.355 0.168
H: -0.553 3.104 3.511
H: -1.253 1.116 -2.643
H: 3.800 1.032 0.886
H: 0.011 2.056 4.738
H: 0.718 3.581 -4.204
H: 2.219 -3.112 -1.477
H: 1.893 3.709 -2.933
H: 1.014 -4.346 -1.079
H: 2.293 -3.903 0.113

## Properties
Max |F|: 0.0465 hartree/bohr
Multiplicity: 1
E: -32927.2829 eV
Net charge: -1
ΔE to the lowest compared entry with this formula, charge and spin: 0.0 kcal/mol
E_LUMO: 1.99 eV



Entry 5:
Molecular formula: C9H23N3NaO7
Method: DFT, ωB97M-V/def2-TZVPD

Atoms and positions in Å:
Na: -0.450 0.297 0.602
O: -0.726 1.210 -1.537
O: -0.813 1.965 1.426
O: -0.278 -1.258 2.277
O: -1.900 -0.301 0.571
O: 1.030 1.387 0.534
O: 0.763 3.398 1.411
O: 3.568 -0.173 -1.729
N: -0.072 -1.480 -0.466
N: 2.842 1.752 -0.859
N: 2.011 -0.072 -0.061
C: -2.839 0.545 0.000
C: 0.336 2.259 1.137
C: -0.207 2.524 -1.991
C: -0.325 0.123 -2.353
C: 2.849 0.430 -0.952
C: 0.209 -0.920 3.549
C: -0.009 -2.534 1.706
C: -0.750 -1.223 -1.779
C: -0.615 -2.578 0.291
H: 0.093 0.133 3.805
H: -1.698 -2.511 0.385
H: -0.476 -2.031 -2.457
H: -0.394 -3.575 -0.089
H: 3.279 2.330 -1.563
H: -0.245 3.323 -1.250
H: 1.260 -1.208 3.549
H: -2.357 -1.013 1.025
H: 1.291 0.485 0.375
H: -1.836 -1.260 -1.695
H: -0.769 2.766 -2.893
H: 2.264 2.124 -0.119
H: 0.863 2.621 -2.176
H: -0.392 -1.430 4.303
H: -2.206 1.197 -0.602
H: -3.566 0.046 -0.641
H: 1.985 -1.082 -0.067
H: -3.337 1.071 0.815
H: 0.760 0.183 -2.449
H: 0.899 -1.737 -0.575
H: 1.066 -2.696 1.630
H: -0.667 0.257 -3.379
H: -0.443 -3.344 2.292

## Properties
Max |F|: 0.2812 hartree/bohr
Multiplicity: 1
E: -32917.2924 eV
Net charge: -1
ΔE to the lowest compared entry with this formula, charge and spin: 230.4 kcal/mol
E_LUMO: 1.96 eV



Entry 6:
Molecular formula: C9H23N3Si
Method: DFT, ωB97M-V/def2-TZVPD

Atoms and positions in Å:
Si: -0.670 -0.180 0.052
N: -1.088 -1.355 -1.187
N: 1.012 0.096 0.100
N: -1.354 1.429 -0.155
C: -1.413 2.513 0.755
C: -2.248 -2.206 -1.085
C: 1.734 0.890 1.024
C: 1.880 -0.707 -0.775
C: -1.405 -1.051 1.677
C: 2.462 2.092 0.230
C: -1.769 1.912 -1.435
C: -1.220 -2.253 2.129
C: 2.588 -2.053 -0.222
H: 3.336 1.747 -0.397
H: -2.858 2.199 -1.673
H: -1.637 -2.594 3.066
H: -2.313 3.057 0.679
H: 2.743 2.839 0.981
H: -0.461 3.160 0.788
H: 1.833 2.484 -0.498
H: -1.479 1.983 1.739
H: 3.183 -1.909 0.715
H: -2.935 -2.215 -1.992
H: 3.278 -2.126 -1.166
H: -1.517 1.228 -2.264
H: -2.879 -1.655 -0.365
H: -2.076 -0.442 2.185
H: 1.063 1.347 1.801
H: -1.217 2.838 -1.804
H: 2.729 -0.175 -1.103
H: 2.477 0.268 1.254
H: -1.800 -3.167 -0.847
H: 1.227 -0.950 -1.623
H: -0.849 -1.072 -2.118
H: -0.486 -3.000 1.654
H: 2.130 -2.972 -0.118

## Properties
Max |F|: 0.1014 hartree/bohr
Multiplicity: 1
E: -22052.3253 eV
Net charge: 0
ΔE to the lowest compared entry with this formula, charge and spin: 0.0 kcal/mol
E_LUMO: 0.87 eV
Structure (SMILES): C=C[Si@@](NC)(N(C)C)N(CC)CC



Entry 7:
Molecular formula: C9H23N5PdS2
Method: DFT, ωB97M-V/def2-TZVPD

Atoms and positions in Å:
Pd: 0.139 -0.395 0.547
S: 1.532 -2.257 -0.221
S: 2.791 -0.661 -2.465
N: 0.608 1.408 -0.589
N: 1.480 -2.798 -2.838
N: -1.198 1.114 1.554
N: 1.342 0.043 2.413
N: -1.964 -1.342 0.187
C: 2.955 -1.418 -4.119
C: -0.873 0.979 2.992
C: -0.511 2.370 -0.444
C: 1.848 -1.983 -1.881
C: -0.886 2.462 1.023
C: 0.628 1.047 3.241
C: -2.609 0.765 1.261
C: -2.843 -0.732 1.214
C: 1.814 -2.429 -4.220
H: -1.340 2.007 -1.051
H: 0.811 0.891 4.304
H: 0.967 -3.640 -2.613
H: -2.327 -1.165 -0.745
H: -3.277 1.244 1.984
H: 1.385 -0.849 2.898
H: -2.853 1.177 0.280
H: 1.033 2.027 3.001
H: -1.936 -2.351 0.293
H: -3.898 -0.917 1.007
H: 0.814 1.228 -1.568
H: -1.391 1.739 3.587
H: 1.458 1.799 -0.190
H: -2.621 -1.206 2.170
H: 2.308 0.317 2.261
H: 2.112 -3.315 -4.775
H: 3.932 -1.893 -4.166
H: 2.891 -0.650 -4.883
H: -0.239 3.357 -0.821
H: -0.044 2.878 1.573
H: 0.930 -2.001 -4.695
H: -1.242 0.007 3.323
H: -1.727 3.144 1.170

## Properties
Max |F|: 0.0071 hartree/bohr
Multiplicity: 3
E: -42293.4326 eV
Net charge: +2
ΔE to the lowest compared entry with this formula, charge and spin: 6.2 kcal/mol
E_LUMO (alpha / beta): -5.66 / -7.86 eV



Entry 8:
Molecular formula: C9H23O11S2V
Method: DFT, ωB97M-V/def2-TZVPD

Atoms and positions in Å:
V: 1.312 -6.248 2.875
S: -1.907 -2.013 -4.081
S: 3.394 4.137 -1.527
O: -3.443 -3.620 5.750
O: -2.219 -0.550 -3.362
O: 0.446 -7.404 2.272
O: -2.966 -2.967 -3.622
O: 2.728 -6.152 2.212
O: 2.050 3.628 -1.970
O: 3.519 3.883 0.105
O: -1.699 -1.756 -5.486
O: -0.046 -3.076 3.432
O: -0.364 -3.519 1.392
O: 4.724 3.899 -2.096
C: 2.670 3.654 2.244
C: -0.646 -1.175 1.910
C: -0.219 -2.343 -3.165
C: -4.323 -4.412 4.971
C: -2.126 1.809 -3.438
C: -0.390 -2.651 2.287
C: -1.296 0.526 -3.536
C: 2.333 3.601 0.798
C: 3.273 5.964 -1.345
H: 1.558 4.194 0.313
H: -4.036 -4.229 3.935
H: -5.370 -4.140 5.103
H: 2.610 6.322 -0.557
H: -2.007 2.066 -2.386
H: 2.942 6.408 -2.284
H: -0.236 -0.454 2.617
H: 2.140 2.549 0.585
H: 0.558 -2.014 -3.855
H: -3.189 1.748 -3.675
H: -0.531 0.366 -2.776
H: 1.731 3.610 2.796
H: -0.582 -0.748 0.910
H: -0.113 -1.884 -2.182
H: 3.329 4.503 2.424
H: -0.897 0.441 -4.547
H: 3.193 2.739 2.524
H: -1.728 -1.081 2.010
H: 4.272 6.366 -1.177
H: -0.019 -3.415 -3.153
H: -4.125 -5.468 5.151
H: -2.528 -3.816 5.535
H: -1.778 2.717 -3.930

## Properties
Max |F|: 0.0829 hartree/bohr
Multiplicity: 1
E: -79578.5419 eV
Net charge: 0
E_LUMO: -4.11 eV